No. 1
This record from OMol25 describes C21H13Cl2EuN2O5 as an isolated structure in a non-equilibrium geometry. The level of theory is wB97M-V/def2-TZVPD.

```
44
Properties=species:S:1:pos:R:3:forces:R:3:lowdin_charge:R:1
Eu -0.262 -0.865 0.473 2.2 -2.0 0.1 1.9903
O -1.675 4.584 -0.406 0.0 -0.4 -0.1 0.0345
C -0.336 4.544 -0.191 0.0 0.0 -0.1 -0.2761
C 0.376 5.738 -0.253 0.0 -0.1 0.0 -0.0282
C 1.750 5.733 -0.084 0.0 0.0 0.0 -0.0986
C 2.436 4.547 0.153 0.0 0.0 0.0 -0.0920
C 1.723 3.364 0.253 0.0 0.1 0.2 -0.0215
C 0.340 3.350 0.096 0.0 0.1 0.0 -0.0883
C -0.363 2.047 0.249 -0.3 0.5 -0.3 -0.4814
O 0.051 1.240 1.147 -0.1 0.5 0.1 -0.1819
N -1.372 1.846 -0.584 -0.1 -0.1 -0.1 0.0363
N -1.883 0.543 -0.475 -0.4 0.7 0.1 -0.1401
C -3.133 0.357 -0.673 0.0 0.0 0.0 -0.0725
C -3.810 -0.916 -0.456 0.0 0.2 -0.1 -0.1540
C -5.065 -1.105 -1.049 0.0 0.0 0.0 -0.0698
C -5.793 -2.257 -0.853 0.1 0.0 0.0 -0.1175
C -5.264 -3.247 -0.016 0.0 0.0 0.0 -0.0994
C -4.049 -3.083 0.607 0.0 0.1 -0.1 -0.0188
C -3.282 -1.915 0.412 -0.1 0.2 0.0 -0.3655
O -2.151 -1.751 1.033 -0.9 -0.2 0.2 -0.2636
H -1.947 3.649 -0.569 0.0 0.3 0.1 0.0710
H -0.166 6.653 -0.453 0.0 0.0 0.0 0.1093
H 2.294 6.667 -0.150 0.0 0.0 0.0 0.0957
H 3.511 4.541 0.269 0.0 0.0 0.0 0.0963
H 2.224 2.428 0.468 0.0 0.0 0.0 0.0833
H -3.737 1.215 -0.978 0.0 0.0 -0.1 0.1271
H -5.458 -0.320 -1.688 0.0 0.0 0.0 0.1053
H -6.753 -2.391 -1.331 0.0 0.0 0.0 0.0890
H -5.822 -4.161 0.152 0.0 0.0 0.0 0.0967
H -3.635 -3.842 1.258 0.0 0.0 0.0 0.1123
Cl 6.625 -4.318 0.468 -0.1 0.1 0.0 0.5749
C 5.209 -3.265 0.343 0.1 -0.5 0.0 -0.6862
C 5.405 -1.902 0.260 -0.6 0.2 0.0 -0.1736
C 4.239 -1.114 0.152 1.0 0.3 0.0 -0.5793
Cl 4.494 0.625 0.025 -0.2 -0.3 0.0 0.6411
C 2.957 -1.614 0.126 -0.8 -0.1 -0.1 -0.3974
O 1.898 -0.837 -0.010 0.1 0.1 0.0 -0.3084
C 2.787 -3.048 0.254 0.6 0.0 0.0 -0.1722
C 1.536 -3.666 0.309 -0.7 0.3 -0.1 -0.2503
O 0.367 -3.074 0.319 0.2 0.1 0.0 -0.3114
C 3.961 -3.846 0.342 0.0 0.1 0.0 -0.0978
H 6.384 -1.453 0.271 0.0 0.0 0.0 0.0842
H 1.523 -4.758 0.355 0.0 0.0 0.0 0.1011
H 3.867 -4.921 0.423 0.0 0.0 0.0 0.0969
```
Forces are in eV/Å.

The value obtained for the energy is -2924.63605 Ha. The total charge is -1. As for the LUMO energy (spin up / spin down): 2.315 / 2.344 eV. The calculation puts the orbital gap (spin up / spin down) at 4.97 / 7.36 eV. As for the expectation value of S²: 15.80. The multiplicity is 8.

=====

No. 2
This record from OMol25 describes C21H13F5N3O2RuS2Se2Te2 as an isolated structure in a non-equilibrium geometry. The level of theory is wB97M-V/def2-TZVPD.

```
51
Properties=species:S:1:pos:R:3:forces:R:3:lowdin_charge:R:1
Ru 0.021 0.011 0.116 0.6 0.7 0.6 0.8290
O -2.256 -2.798 2.178 0.0 0.0 0.0 0.0091
C -1.436 -2.409 1.348 -0.2 0.1 0.0 -0.5925
O -1.146 -1.159 1.232 0.2 -0.3 0.0 -0.2313
C -0.724 -3.468 0.514 0.1 0.0 0.0 -0.1406
C -0.925 -4.778 0.967 0.0 0.0 0.0 -0.0532
C -0.353 -5.876 0.359 0.0 0.0 0.0 -0.1221
C 0.455 -5.670 -0.758 0.0 0.0 0.0 -0.1267
C 0.658 -4.394 -1.229 0.0 0.0 0.0 -0.1583
C 0.080 -3.258 -0.622 0.0 0.0 0.0 -0.5849
S 0.414 -1.748 -1.438 -0.1 -0.2 -0.3 0.5484
H -1.566 -4.890 1.830 0.0 0.0 0.0 0.1031
H -0.532 -6.874 0.743 0.0 0.0 0.0 0.0807
H 0.929 -6.509 -1.259 0.0 0.0 0.0 0.0858
H 1.281 -4.228 -2.100 0.0 0.0 0.0 0.0799
N 3.877 1.228 -1.157 0.0 -0.1 -0.1 0.1180
C 3.864 2.262 -2.079 0.0 0.0 0.1 -0.2545
C 5.026 2.964 -2.385 0.0 0.0 0.0 -0.0472
C 5.010 3.976 -3.336 0.0 0.0 0.0 -0.1254
C 3.824 4.311 -3.974 0.0 0.0 0.0 -0.1232
C 2.661 3.617 -3.661 0.0 0.0 0.0 -0.1111
C 2.671 2.578 -2.742 0.0 0.1 -0.1 -0.4585
S 1.251 1.584 -2.500 0.1 -0.1 0.0 0.9263
N 1.519 1.061 -0.895 -0.3 0.0 0.0 -0.4379
C 2.752 0.748 -0.494 0.1 0.0 0.1 -0.3661
C 2.914 -0.046 0.658 0.0 0.0 -0.1 -0.2277
C 4.124 -0.227 1.381 0.0 0.0 0.0 -0.0432
C 4.122 -0.956 2.536 0.0 0.0 0.0 -0.1114
C 2.920 -1.518 3.010 0.0 0.0 0.0 -0.0854
C 1.769 -1.293 2.278 0.0 0.0 -0.1 -0.1166
N 1.755 -0.608 1.142 -0.3 0.2 0.2 -0.0424
H 4.765 0.980 -0.762 0.0 0.0 0.0 0.1138
H 5.949 2.704 -1.878 0.0 0.0 0.0 0.1012
H 5.925 4.508 -3.565 0.0 0.0 0.0 0.0870
H 3.797 5.112 -4.701 0.0 0.0 0.0 0.0880
H 1.726 3.868 -4.149 0.0 0.0 0.0 0.1044
H 5.043 0.241 1.050 0.0 0.0 0.0 0.0886
H 5.043 -1.080 3.094 0.0 0.0 0.0 0.0896
H 2.877 -2.090 3.925 0.0 0.0 0.0 0.0838
H 0.806 -1.670 2.599 0.0 0.0 0.0 0.1148
Se -1.883 0.941 -1.111 -0.3 -0.3 -0.5 -0.0652
Te -3.609 3.366 -2.257 0.0 0.1 0.0 -0.0727
Te -3.728 0.922 -4.379 0.0 0.0 0.0 0.0390
Se -2.188 -0.428 -3.036 0.1 0.3 0.4 -0.2281
F 1.253 1.935 2.031 0.0 0.0 0.0 -0.0150
C -0.045 1.567 1.646 0.1 -0.2 -0.3 -0.4172
F -0.632 1.137 2.820 0.0 0.0 0.0 0.0054
C -0.699 2.935 1.389 0.0 -0.1 -0.1 -0.6263
F -2.034 2.820 1.283 0.1 0.0 0.0 0.0757
F -0.469 3.826 2.385 0.0 0.0 0.0 0.1111
F -0.242 3.497 0.259 0.0 0.0 0.1 0.1021
```
Forces are in eV/Å.

The value obtained for the energy is -7852.42587 Ha. The total charge is -2. As for the LUMO energy (spin up / spin down): 3.893 / 3.106 eV. The calculation puts the orbital gap (spin up / spin down) at 4.65 / 4.98 eV. As for the expectation value of S²: 8.79. The multiplicity is 6.

=====

No. 3
This record from OMol25 describes C21H14GaN3O7S2 as an isolated structure in a non-equilibrium geometry. The level of theory is wB97M-V/def2-TZVPD.

```
48
Properties=species:S:1:pos:R:3:forces:R:3:lowdin_charge:R:1
Ga -0.656 -1.123 1.178 0.3 0.4 1.1 0.2717
O 1.454 1.423 6.231 0.0 0.1 0.2 0.0602
C 1.126 0.953 5.002 -0.2 -0.1 -0.7 -0.2960
C 0.305 1.672 4.133 0.1 0.0 0.0 0.0415
C -0.013 1.105 2.914 0.0 0.3 0.0 -0.1692
N 0.459 -0.081 2.577 -0.5 -0.2 -0.2 0.1088
C 1.245 -0.779 3.376 0.2 -0.3 0.1 -0.1402
C 1.625 -0.288 4.608 0.0 0.0 0.0 0.0761
C 1.620 -2.134 2.762 0.1 0.1 0.1 -0.5930
O 2.533 -2.779 3.257 0.2 -0.1 0.3 0.0279
O 0.938 -2.429 1.733 -0.7 0.2 -0.5 -0.0368
C -0.883 1.710 1.804 0.1 0.1 0.2 -0.5861
O -1.134 2.901 1.824 0.0 0.3 0.2 0.0551
O -1.212 0.864 0.910 0.0 -0.9 -0.2 -0.0282
H 0.909 2.197 6.417 0.0 0.0 0.0 0.1078
H -0.128 2.622 4.417 0.0 0.1 -0.1 0.1303
H 2.243 -0.872 5.269 0.1 -0.1 0.0 0.1263
S -2.425 -2.089 2.201 0.1 0.5 0.0 0.6452
C -2.891 -0.612 3.183 0.1 -0.7 -0.2 -1.1396
S -2.292 -0.447 4.726 0.1 0.0 0.4 0.5344
C -3.771 0.267 2.578 0.4 -0.4 0.1 -0.4354
C -4.151 1.472 3.178 -0.2 0.7 0.6 -0.2853
N -4.480 2.477 3.638 -0.1 0.1 0.1 0.1244
C -4.304 0.060 1.301 -0.4 -0.2 -0.9 -0.3005
N -4.800 -0.070 0.267 -0.1 0.0 -0.1 0.1285
C 2.278 1.741 -5.521 -0.1 -0.1 0.0 -0.0692
C 1.577 0.770 -4.608 0.1 0.0 0.0 -0.2852
C 0.205 0.829 -4.409 0.1 0.0 0.0 -0.0170
C -0.437 -0.010 -3.509 0.2 -0.1 0.0 -0.2006
C -1.910 0.077 -3.265 -0.1 0.0 0.0 -0.0182
C 0.328 -0.934 -2.799 0.0 0.0 -0.1 -0.0539
C 1.699 -1.045 -3.011 -0.1 0.0 0.0 -0.2056
C 2.494 -2.048 -2.225 0.1 0.1 0.1 -0.0253
C 2.309 -0.188 -3.918 -0.1 0.0 0.0 -0.0242
C -0.345 -1.782 -1.740 0.0 0.1 -0.1 -0.5734
O -0.918 -2.813 -2.012 -0.1 -0.2 0.0 0.0956
O -0.209 -1.241 -0.576 0.4 0.2 -0.4 0.0187
H 1.607 2.547 -5.816 0.0 0.1 0.0 0.0655
H 2.635 1.245 -6.426 0.0 0.0 0.0 0.0704
H 3.141 2.176 -5.014 0.0 0.1 -0.1 0.0720
H -0.386 1.549 -4.961 0.0 0.2 0.0 0.1055
H -2.371 0.842 -3.889 0.0 0.0 0.0 0.0737
H -2.096 0.313 -2.216 -0.1 0.1 0.1 0.0952
H -2.381 -0.885 -3.463 -0.1 0.0 0.0 0.0888
H 2.871 -1.591 -1.308 0.0 0.0 0.1 0.0931
H 3.345 -2.422 -2.795 0.0 0.0 0.0 0.0727
H 1.868 -2.888 -1.930 0.1 -0.1 0.0 0.0834
H 3.378 -0.262 -4.075 0.1 0.0 0.0 0.1103
```
Forces are in eV/Å.

The value obtained for the energy is -4221.04940 Ha. The total charge is -2. As for the LUMO energy: 4.223 eV. The calculation puts the orbital gap at 6.24 eV. The multiplicity is 1.

=====

No. 4
This record from OMol25 describes the molecule C21H14O6. The level of theory is wB97M-V/def2-TZVPD.

```
41
Properties=species:S:1:pos:R:3:forces:R:3:lowdin_charge:R:1
O 1.849 -0.914 -4.860 -0.1 -0.1 0.1 0.1059
C 1.414 -1.512 -3.896 0.0 0.1 -0.1 -0.3212
C 1.802 -2.918 -3.612 0.2 -0.4 -0.1 -0.1593
C 0.910 -3.827 -3.047 0.1 0.1 -0.1 -0.0377
C 1.299 -5.137 -2.836 0.0 -0.1 0.0 -0.0739
C 2.577 -5.549 -3.177 0.0 0.0 0.0 -0.0803
C 3.466 -4.653 -3.750 0.1 0.0 0.0 -0.0730
C 3.077 -3.346 -3.977 -0.1 0.1 0.0 -0.0133
H 3.751 -2.636 -4.432 0.0 0.1 -0.1 0.1186
H 4.459 -4.976 -4.025 0.1 0.0 0.0 0.1042
H 2.878 -6.572 -3.004 0.0 -0.1 0.0 0.1031
H 0.602 -5.841 -2.405 -0.1 -0.1 0.0 0.1041
H -0.093 -3.513 -2.798 0.0 0.0 0.0 0.1179
C 0.466 -0.871 -2.949 -0.2 0.3 0.1 -0.1567
C -0.412 0.097 -3.434 0.1 -0.2 0.1 0.0031
C -1.293 0.734 -2.587 -0.1 0.1 0.3 0.0193
C -1.291 0.428 -1.228 0.3 -0.3 -0.3 -0.2445
C -0.410 -0.528 -0.731 -0.3 0.1 0.2 0.0006
C 0.459 -1.173 -1.589 0.0 0.1 -0.2 -0.0162
H 1.150 -1.903 -1.194 0.0 -0.1 0.0 0.1228
H -0.416 -0.774 0.320 0.0 0.0 0.1 0.1252
O -2.236 1.048 -0.452 -0.2 0.0 -0.2 0.0482
C -1.983 1.359 0.851 0.1 0.2 0.7 -0.2363
C -0.719 1.694 1.323 -0.1 0.0 -0.1 0.0657
C -0.557 2.057 2.654 -0.4 -0.1 0.0 -0.0607
C -1.653 2.096 3.518 0.3 0.0 -0.1 -0.0706
C -2.913 1.778 3.033 0.2 0.0 0.1 0.0104
C -3.080 1.414 1.710 0.2 -0.1 -0.3 0.0320
H -4.055 1.170 1.321 -0.1 0.0 0.0 0.1250
H -3.765 1.809 3.694 -0.1 0.0 0.1 0.1285
C -1.461 2.432 4.967 -0.1 -0.3 0.3 -0.5212
O -1.238 1.619 5.822 0.0 -0.1 0.0 0.1340
O -1.664 3.727 5.206 -0.2 0.6 -0.1 0.1333
H -1.489 3.926 6.140 0.0 -0.3 -0.1 0.1400
C 0.770 2.435 3.191 0.3 0.3 0.5 -0.4525
O 0.944 2.907 4.287 0.0 -0.1 -0.2 0.1352
O 1.778 2.205 2.341 0.2 -0.2 -0.5 0.1247
H 2.618 2.471 2.748 -0.3 0.0 0.1 0.1387
H 0.136 1.690 0.664 0.0 0.0 0.0 0.1314
H -1.988 1.472 -2.954 -0.1 0.1 0.0 0.1224
H -0.391 0.335 -4.486 0.0 0.0 -0.1 0.1228
```
Forces are in eV/Å.

The value obtained for the energy is -1260.13628 Ha. The total charge is 0. As for the LUMO energy: 0.004 eV. The calculation puts the orbital gap at 8.93 eV. The multiplicity is 1. Its structure (SMILES) is O=C(c1ccccc1)c1ccc(Oc2ccc(C(=O)O)c(C(=O)O)c2)cc1.